A molecular structure, C3H8O2P2S2 at a distorted geometry, computed with ωB97M-V/def2-TZVPD.

Each line ends with the Mulliken charge.
Geometry (Å):
S1 0.61 2.69 -0.44  -0.2632
S2 2.28 1.72 0.14  -0.1658
P1 1.47 -0.15 -0.55  0.5191
P2 -0.91 1.31 0.72  0.8096
O1 2.44 -1.10 0.36  -0.5504
O2 -1.98 1.25 -0.38  -0.4526
C1 -1.76 1.31 2.21  -0.9288
C2 1.12 -1.86 -2.20  -0.7060
C3 0.02 -0.29 0.63  -0.8743
H1 2.09 -1.83 -2.85  0.2632
H2 0.32 -1.26 -2.70  0.2450
H3 0.29 -0.61 1.62  0.4270
H4 -0.59 -1.18 0.19  0.4193
H5 -2.25 2.11 -0.62  0.3229
H6 -0.97 1.34 2.94  0.2564
H7 -2.55 1.95 2.54  0.3098
H8 2.06 -2.00 0.03  0.3686

Summary:
HOMO-LUMO gap (alpha / beta), eV: 7.0 / 7.0
Calculated total energy, eV: -47579.55597
Energy relative to the best compared isomer or geometry (same formula, charge and spin), eV: 4.158



A gas-phase ion, C18H22ClN2O2 (charge +1) at a distorted geometry, computed with ωB97M-V/def2-TZVPD.

Each line ends with the Mulliken charge.
Geometry (Å):
Cl1 4.15 0.29 2.42  -0.1829
O1 -0.18 3.09 -3.79  -0.4698
O2 -1.33 -1.29 0.43  -0.2273
N1 0.28 2.14 -0.49  0.2240
N2 -0.31 1.06 0.02  -0.3714
C1 2.59 -1.35 4.55  -1.1933
C2 -0.35 2.33 -2.89  -0.0469
C3 0.57 0.01 -2.78  -0.1435
C4 -0.37 -0.90 1.35  -1.1183
C5 0.44 -1.36 -2.96  -0.6882
C6 -2.67 -1.20 0.88  -0.2882
C7 2.44 -0.24 2.27  0.0437
C8 -0.50 2.89 -1.47  -1.0396
C9 1.51 2.48 -0.16  -0.2585
C10 -1.70 0.34 -3.54  -0.2394
C11 1.86 -0.30 3.68  -0.1104
C12 2.26 1.75 0.73  -0.8733
C13 0.37 0.34 0.87  0.6335
C14 -3.60 -1.25 -0.32  -1.1121
C15 -0.50 0.86 -3.07  0.6013
C16 1.69 0.63 1.30  0.3748
C17 -1.83 -1.04 -3.71  -0.7456
C18 -0.77 -1.89 -3.41  -0.4563
H1 -0.85 -2.96 -3.54  0.4426
H2 -2.86 -0.28 1.43  0.3399
H3 1.96 0.67 4.16  0.4440
H4 -0.26 3.94 -1.42  0.4669
H5 -2.52 0.99 -3.79  0.5006
H6 -4.53 -1.71 -0.04  0.4191
H7 3.23 -1.97 3.94  0.3505
H8 3.21 -0.88 5.30  0.3177
H9 -3.80 -0.25 -0.70  0.2586
H10 1.51 0.41 -2.45  0.5460
H11 -0.83 -0.62 2.31  0.4624
H12 -3.15 -1.84 -1.11  0.1853
H13 2.50 -1.25 1.86  0.4527
H14 1.28 -2.00 -2.74  0.4441
H15 -1.54 2.74 -1.18  0.3825
H16 0.34 -1.69 1.56  0.3723
H17 1.91 3.37 -0.62  0.4859
H18 -2.89 -2.05 1.53  0.3835
H19 0.82 -0.57 3.67  0.0356
H20 3.26 2.05 0.98  0.5577
H21 -2.76 -1.46 -4.06  0.4648
H22 1.89 -2.01 5.03  0.3751

Summary:
HOMO-LUMO gap, eV: 7.7
SMILES: CCOCc1n[n+](CC(=O)c2ccccc2)ccc1[C@@H](Cl)CC
Calculated total energy, eV: -38612.82448
Total charge: +1



A molecular structure, C7H10N2OS at a distorted geometry, computed with ωB97M-V/def2-TZVPD.

Each line ends with the Mulliken charge.
Geometry (Å):
S1 3.65 -1.12 0.01  -0.0999
O1 4.01 1.60 0.40  -0.5257
N1 1.90 0.71 0.06  -0.0413
N2 1.99 -1.56 0.01  -0.3923
C1 -1.38 0.41 -2.06  -1.7776
C2 -0.52 0.36 1.75  -1.6441
C3 1.32 -0.49 0.00  0.1790
C4 -1.50 -1.45 0.03  -1.0627
C5 -0.59 -0.37 0.42  1.1596
C6 -1.61 -0.04 -0.62  0.1349
C7 3.26 0.65 0.24  0.4167
H1 -0.79 1.24 -1.95  0.3828
H2 -2.37 0.48 -0.04  0.4436
H3 0.31 0.17 2.49  0.3020
H4 -1.02 -0.28 -2.71  0.3793
H5 1.34 1.46 0.42  0.2715
H6 -2.35 -1.56 0.69  0.2626
H7 -0.68 1.44 1.51  0.4300
H8 -1.49 -0.03 2.21  0.3658
H9 -1.16 -2.28 -0.54  0.2888
H10 -2.34 0.64 -2.32  0.5271

Summary:
HOMO-LUMO gap (alpha / beta), eV: 5.3 / 6.7
Multiplicity: 3
Calculated total energy, eV: -23276.82302
Energy relative to the best compared isomer or geometry (same formula, charge and spin), eV: 1.884



A molecular structure, C3H3NaO3 at a distorted geometry, computed with ωB97M-V/def2-TZVPD.

Each line ends with the Mulliken charge.
Geometry (Å):
Na1 -3.26 -3.05 -0.29  1.0200
O1 0.95 -1.17 -0.14  -0.4074
O2 -0.94 -0.05 -0.10  -0.3834
O3 -1.00 -2.25 -0.21  -0.6595
C1 0.93 3.05 -0.79  -0.0324
C2 1.17 3.05 0.40  -0.3041
C3 -0.36 -1.22 -0.18  0.7411
H1 1.33 -2.06 -0.23  0.3473
H2 -0.31 0.68 0.11  0.3029
H3 1.48 3.02 1.43  0.3754

Summary:
HOMO-LUMO gap (alpha / beta), eV: 9.6 / 7.9
Multiplicity: 2
Calculated total energy, eV: -13708.54452
Total charge: +1
Energy relative to the best compared isomer or geometry (same formula, charge and spin), eV: 1.871



A molecular structure, C17H39OP3RuSe at a distorted geometry, computed with ωB97M-V/def2-TZVPD.

Each line ends with the Mulliken charge.
Geometry (Å):
Ru1 -0.02 0.11 -0.18  -0.1967
Se1 -1.63 -1.87 0.01  0.2200
P1 0.00 -0.36 -2.38  1.0152
P2 1.95 1.30 -0.11  0.9264
P3 -1.61 1.76 -0.20  1.0731
O1 -0.08 0.19 2.34  -0.4941
C1 -1.30 -6.01 -0.45  -0.5964
C2 0.90 -5.22 0.22  -0.2713
C3 0.72 0.91 -3.52  -1.4574
C4 3.63 -9.22 0.35  -0.1419
C5 -1.78 -4.70 -0.44  -0.1828
C6 0.98 -1.87 -2.78  -1.1436
C7 0.04 -6.27 -0.13  -0.1145
C8 2.30 -9.36 0.29  -0.1857
C9 0.41 -3.90 0.27  -0.0853
C10 -1.62 -0.72 -3.17  -1.0951
C11 -0.92 -3.62 -0.10  0.1519
C12 1.87 2.96 -0.88  -1.3611
C13 2.67 1.72 1.52  -1.3478
C14 3.35 0.45 -0.93  -1.2385
C15 -1.61 2.90 -1.62  -1.3600
C16 -3.35 1.18 -0.12  -1.3073
C17 -1.54 2.89 1.24  -1.2659
H1 0.21 1.87 -3.41  0.3500
H2 -1.80 2.36 -2.56  0.3231
H3 1.11 -0.99 -0.10  0.0979
H4 -0.66 3.44 -1.70  0.3458
H5 -2.37 0.03 -2.89  0.2859
H6 2.76 0.81 2.13  0.3669
H7 -0.92 -0.14 2.71  0.2980
H8 1.50 2.92 -1.91  0.3244
H9 3.56 -0.47 -0.37  0.3630
H10 3.13 0.16 -1.97  0.2535
H11 4.24 1.09 -0.92  0.4996
H12 -1.97 -6.83 -0.70  0.4481
H13 -0.53 3.28 1.41  0.3075
H14 2.87 3.41 -0.88  0.5475
H15 0.10 1.02 2.83  0.2870
H16 1.04 -3.08 0.60  0.3303
H17 -2.82 -4.48 -0.67  0.4919
H18 2.02 2.43 2.05  0.3588
H19 1.69 -9.42 1.20  0.3683
H20 1.17 -1.94 -3.86  0.4890
H21 0.60 0.57 -4.55  0.5525
H22 -3.63 0.60 -1.01  0.3204
H23 4.16 -9.15 1.31  0.3139
H24 -3.47 0.55 0.77  0.3867
H25 1.20 3.61 -0.30  0.3876
H26 -2.23 3.73 1.05  0.5040
H27 1.94 -5.41 0.47  0.4135
H28 0.43 -7.29 -0.13  0.1098
H29 -1.52 -0.71 -4.27  0.5024
H30 1.79 1.06 -3.33  0.3703
H31 -1.98 -1.70 -2.85  0.3498
H32 0.46 -2.77 -2.45  0.2635
H33 -1.88 2.36 2.14  0.3263
H34 1.78 -9.47 -0.67  0.3538
H35 -2.42 3.62 -1.46  0.5499
H36 4.25 -9.19 -0.55  0.3096
H37 1.95 -1.83 -2.26  0.3237
H38 -4.01 2.06 -0.04  0.4891
H39 3.66 2.17 1.41  0.4957

Summary:
HOMO-LUMO gap (alpha / beta), eV: 8.1 / 3.7
Multiplicity: 5
Calculated total energy, eV: -116059.89895
Total charge: +4
Energy relative to the best compared isomer or geometry (same formula, charge and spin), eV: 0.000



A molecular structure, C36H34N2O8Sb2Zn, computed with ωB97M-V/def2-TZVPD.

Each line ends with the Mulliken charge.
Geometry (Å):
Sb1 0.39 -0.14 3.56  0.7765
Sb2 1.63 -0.22 -1.26  -0.1984
Zn1 -0.95 -0.54 -1.02  1.3538
O1 0.57 2.92 1.24  -0.6025
O2 -2.46 -0.25 -2.14  -0.8011
O3 -3.72 5.54 -3.56  -0.6468
O4 -4.33 0.93 -2.31  -0.6818
O5 0.90 4.83 0.32  -0.7072
O6 -2.28 6.77 -2.53  -0.6532
O7 -0.78 1.21 -0.20  1.3907
O8 -1.66 -2.46 -0.73  -0.2462
N1 -2.81 5.70 -2.77  1.0737
N2 0.30 3.78 0.41  1.2150
C1 -2.05 -2.99 5.92  -0.6642
C2 0.79 1.86 -3.29  -0.7179
C3 1.49 4.15 -3.44  -0.6826
C4 5.28 -1.37 -3.37  -0.6363
C5 -3.21 1.76 1.93  -0.4040
C6 -1.74 -4.89 -0.60  -1.3930
C7 1.68 1.64 -2.25  0.4615
C8 5.29 -2.76 -3.30  -0.4992
C9 4.24 -0.65 -2.81  -0.4007
C10 -0.30 -1.78 4.77  0.0205
C11 1.24 -1.47 2.05  -0.2046
C12 -0.80 3.54 -0.52  -0.9196
C13 2.38 3.94 -2.39  -0.5826
C14 0.22 -3.75 6.08  -0.5832
C15 -2.41 2.15 -1.68  0.1881
C16 -1.28 4.66 -1.17  -0.2459
C17 2.60 -1.03 1.52  -1.1929
C18 -2.90 3.28 -2.29  -0.1276
C19 -2.03 1.49 2.61  -0.6119
C20 0.69 3.11 -3.89  -0.5372
C21 -1.31 2.23 -0.77  1.2204
C22 3.19 -1.31 -2.18  0.4065
C23 2.48 2.69 -1.80  -0.1366
C24 -3.34 -0.53 1.23  -0.6956
C25 4.25 -3.43 -2.67  -0.6813
C26 -2.32 4.52 -2.06  -1.1280
C27 -1.49 0.20 2.60  -0.2678
C28 -1.12 -3.90 6.40  -0.3806
C29 3.20 -2.71 -2.11  -0.3854
C30 -3.86 0.76 1.23  -0.5205
C31 -3.14 0.86 -2.05  -0.3920
C32 -1.64 -1.94 5.11  -0.1482
C33 2.53 0.21 0.62  -0.6693
C34 -0.92 -3.68 -0.96  -0.0550
C35 0.63 -2.70 5.27  -0.3877
C36 -2.17 -0.80 1.92  -0.1243
H1 1.95 1.02 1.07  0.2361
H2 0.14 1.06 -3.64  0.4259
H3 -3.74 3.19 -2.96  0.6865
H4 2.98 4.76 -2.02  0.4043
H5 -3.61 2.77 1.93  0.3686
H6 -3.09 -3.10 6.18  0.3809
H7 6.11 -3.32 -3.74  0.3746
H8 -4.76 0.98 0.67  0.3945
H9 -2.44 -2.42 -1.31  0.2243
H10 3.27 -0.81 2.36  0.4026
H11 -1.79 -1.82 1.93  0.6515
H12 3.53 0.59 0.41  0.6650
H13 4.25 -4.51 -2.62  0.4119
H14 1.68 -2.59 5.04  0.4019
H15 -1.51 2.29 3.12  0.3929
H16 2.39 -3.24 -1.63  0.2935
H17 1.32 -2.45 2.54  0.8537
H18 -3.86 -1.31 0.69  0.4205
H19 -1.16 -5.80 -0.74  0.4055
H20 0.50 -1.58 1.25  -0.8926
H21 -0.04 -3.60 -0.32  0.1350
H22 -0.84 5.63 -0.99  0.6582
H23 3.15 2.56 -0.96  0.3514
H24 -2.38 -1.24 4.73  0.4097
H25 -2.06 -4.84 0.45  0.3149
H26 6.09 -0.85 -3.87  0.4044
H27 0.96 -4.45 6.46  0.3801
H28 -2.63 -4.96 -1.23  0.3505
H29 1.40 5.13 -3.89  0.4230
H30 -0.59 -3.71 -2.00  0.3445
H31 -0.01 3.27 -4.69  0.4663
H32 3.07 -1.85 0.97  0.3604
H33 -1.44 -4.72 7.04  0.3740
H34 4.23 0.43 -2.88  0.3317

Summary:
HOMO-LUMO gap, eV: 8.4
Calculated total energy, eV: -118732.07376
Energy relative to the best compared isomer or geometry (same formula, charge and spin), eV: 0.000